(1)
C36H41Cl11FI2MgN4O8 | ωB97M-V with the def2-TZVPD basis set

Geometry as XYZ:
```
104
Properties=species:S:1:pos:R:3:forces:R:3
I 1.3884 -1.8474 4.6393 -0.372 0.080 -0.262
C -1.9724 -4.4287 2.2611 0.081 0.030 -0.020
C -6.5961 -1.1620 -2.1140 0.304 -0.002 -0.085
Cl 7.2960 1.9356 7.8383 -0.016 -0.002 0.033
H -7.6356 -1.2196 -3.9959 0.035 -0.006 0.001
C 2.0490 -0.9423 1.8310 -0.188 0.246 0.741
H -1.4612 -5.6401 5.2355 -0.022 -0.002 0.015
C 7.1057 4.5891 5.2712 -0.428 -0.023 0.412
O 8.0042 4.9016 6.0274 0.222 0.037 -0.205
C 1.3179 3.3350 -0.8878 -1.034 1.420 -2.114
C -2.6759 1.9917 -2.6421 -1.117 2.223 0.806
H -5.5998 -1.1697 -2.5460 -0.039 0.000 -0.084
Cl -0.0145 -1.5923 -6.7954 0.055 0.128 -0.039
H -0.6352 1.6162 -0.6486 0.121 0.087 -0.142
N 1.0767 3.8695 -1.8968 0.630 -1.081 1.933
Cl -2.4011 -1.9938 -4.5668 0.007 -0.239 0.195
H -9.9729 -1.1463 -0.3941 0.005 0.000 0.015
H 1.0060 -2.7666 2.1719 -0.367 -0.229 -0.007
H -3.9360 -5.1790 1.7050 0.434 0.349 -0.008
C 2.0043 0.6019 -0.8681 -0.008 -1.803 -0.191
Cl 2.5232 -0.3524 -6.2530 0.041 0.046 0.010
H 6.3445 2.3599 -6.4315 0.059 0.061 -0.052
O -1.9072 2.8547 -2.2671 0.722 -0.503 -0.092
C 5.4715 2.7588 -6.9519 -0.199 -0.082 0.118
H -1.3609 -0.7001 0.8949 -0.512 -0.199 -0.341
C 5.4753 2.2751 -8.4134 0.038 0.169 0.462
C 5.1326 3.8202 3.3601 0.581 0.074 -0.207
C -0.7030 -0.4805 0.0454 0.787 0.006 -0.848
H -4.8887 1.6648 -2.5696 0.312 -1.907 -0.637
C -1.0933 1.0392 -4.0689 0.310 0.189 -0.069
Cl -6.9754 -9.0469 1.6801 -0.013 -0.007 0.005
H 6.7240 3.8861 1.8793 0.038 0.010 0.005
H 4.5713 2.4337 -6.4263 -0.006 -0.009 -0.042
H -9.8757 -1.2142 -2.8894 -0.002 -0.001 0.004
H 2.5596 1.2508 2.1908 -1.054 -0.487 0.011
O 4.4804 1.6020 -8.7745 0.026 -0.074 -0.203
H 0.8971 0.7581 2.4448 -0.125 0.257 0.131
N 2.4157 -0.0974 -1.7168 -0.361 1.700 1.696
O 6.4657 2.5976 -9.0977 -0.063 -0.113 -0.212
H -1.3067 -1.6050 -3.2509 -0.039 0.414 -0.118
H -0.0460 -1.3108 2.3631 -0.238 -0.178 0.116
H 2.2746 -1.4290 0.8785 -0.199 0.273 -0.308
H 3.0607 3.6024 4.3163 -0.103 0.015 -0.007
O 8.6974 4.6039 3.4815 -0.074 0.029 0.285
C -3.9788 1.7129 -1.9831 -0.214 0.237 -0.242
H 2.9434 -1.0674 2.4469 0.184 -0.109 -0.025
H -0.3161 -4.1899 3.5510 -0.010 -0.016 0.082
C -3.1398 -5.1222 2.4265 0.310 0.096 0.092
O 3.5229 3.8511 5.1396 0.074 -0.093 -0.323
H 6.1057 -0.0924 7.8584 0.066 -0.014 -0.071
C -7.7271 -1.1926 -2.9187 -0.085 -0.002 0.085
Cl -5.6383 -6.5054 1.9950 -0.788 -0.496 -0.158
H -4.3543 0.4883 -0.3011 -1.485 0.609 0.523
C -0.1876 0.3542 -3.0579 0.124 -1.024 -0.750
H 5.5168 3.8489 -6.9260 0.089 -0.004 -0.025
Cl 1.9015 -1.2172 -8.9347 -0.001 0.042 0.045
C -1.5245 -0.8052 -1.2219 0.867 -0.884 -0.326
C -7.0913 -7.3042 1.3885 0.054 0.058 0.043
C -8.9668 -1.1888 -2.3008 -0.040 0.004 -0.006
Cl 0.5401 1.0587 -7.8002 0.001 -0.013 0.025
C -7.8312 -1.1156 -0.2081 0.039 -0.003 0.004
C 1.7238 0.5932 1.7689 -0.151 -0.454 -0.671
H 0.1433 -1.1871 0.0673 0.187 0.256 -0.067
H 0.7499 0.1546 -3.5731 0.129 0.253 -0.243
Mg 3.6825 0.5448 0.8214 2.239 -0.287 -0.857
C 1.2384 -0.5266 -7.4525 0.066 -0.091 -0.053
H 2.6825 2.7598 0.4949 0.100 0.389 0.281
C 5.9053 0.9052 7.4872 -0.025 0.019 0.109
C 1.5925 2.6945 0.3744 0.904 -0.668 0.029
C 6.5002 4.0315 2.9268 -0.314 -0.095 -0.131
H -7.8260 -1.0795 0.8764 -0.049 -0.007 0.002
C -1.8909 -5.3897 4.2808 0.027 0.006 0.081
H -3.8403 -6.3551 4.1675 0.006 -0.008 0.035
H -1.6174 -3.8314 1.4378 -0.127 0.083 0.001
C 1.2623 1.1568 0.3559 -0.501 1.542 -0.365
H -3.7149 2.2187 0.0739 1.774 -0.669 0.136
N -6.6336 -1.1228 -0.7870 -0.165 0.022 0.083
N -1.2202 -4.5934 3.3934 -0.039 -0.051 -0.119
C -9.0246 -1.1507 -0.9150 0.020 0.005 -0.053
H 0.2084 -1.6231 -2.2630 -0.001 -0.259 -0.088
O 4.2323 3.4735 2.6126 -0.316 -0.277 -0.070
O -2.4556 1.1293 -3.6311 0.232 0.033 0.037
Cl -7.2448 -7.0076 -0.3451 -0.003 -0.007 0.032
H 5.4990 4.5534 6.7406 -0.016 -0.016 -0.001
H -0.6679 2.0161 -4.2789 -0.214 0.324 0.119
Cl -8.5138 -6.6639 2.2235 -0.002 -0.017 -0.001
I 0.7827 3.7446 2.0467 -0.186 0.170 -0.136
H -1.1076 0.5108 -5.0039 -0.248 -0.495 -0.260
H -0.6881 1.3834 1.0700 -0.132 0.203 0.069
H -2.2976 -0.0725 -1.3394 -0.154 0.134 -0.179
H 9.1567 4.8508 4.3066 0.078 0.010 0.031
C -0.6455 -0.9725 -2.4501 -0.133 1.476 0.485
C -0.2530 0.9895 0.1523 0.070 -1.144 0.569
H -2.0227 -1.7450 -1.0450 -0.262 -0.163 0.281
H 5.0316 1.3201 7.9759 0.000 0.073 -0.059
C 7.4333 4.3945 3.8179 0.097 -0.068 -0.412
C -4.0264 1.4737 -0.6497 -0.314 0.107 -0.201
C 4.7971 4.0381 4.8039 -0.062 0.158 0.505
H 0.0268 1.1051 -2.2987 -0.028 -0.130 0.221
Cl 5.5872 0.8081 5.7504 -0.054 -0.139 -0.093
C 5.7274 4.3965 5.6960 0.196 0.126 0.039
C -3.0873 -5.7344 3.7123 0.043 0.032 -0.043
F -3.0311 -0.8388 0.6368 -1.149 0.095 1.110
C 0.9298 -1.7484 2.5214 1.060 0.249 0.176
```
Positions in Å, forces in eV/Å.

Properties
E_LUMO, eV: -3.209
Charge: -1
Total energy, hartree: -8174.345882
Orbital gap, eV: 1.50

(2)
C36H41CoIN2OP2Si2 | ωB97M-V with the def2-TZVPD basis set

Geometry as XYZ:
```
86
Properties=species:S:1:pos:R:3:forces:R:3
C -0.3829 3.8098 -1.7812 0.005 -0.094 0.123
C 0.0682 -2.9964 -1.1140 -2.777 2.206 1.830
C -5.4321 -2.8537 2.6026 -0.066 -0.073 0.097
C 3.0011 2.6998 2.0112 0.040 -0.047 -0.013
H -2.7896 0.1236 -2.7951 0.120 0.194 -0.128
N 1.2063 1.6871 -0.2925 -0.280 0.550 -0.146
C -3.3561 -1.8861 1.8679 0.846 -0.058 0.119
H 1.5375 -1.0036 3.1602 -0.048 -0.084 0.170
H 3.1938 0.0618 -0.6270 -0.036 0.050 -0.013
H -1.2016 -1.2853 4.5714 0.029 -0.184 0.320
H 0.9939 4.2610 4.8995 -0.067 0.025 0.063
C -0.1610 2.6126 -2.4534 -0.369 -0.164 0.123
H -0.6479 3.7091 -5.6187 0.020 -0.012 -0.086
C 1.0007 2.8087 3.3277 -0.107 -0.104 -0.063
C 3.7086 0.5069 -3.5675 0.070 0.102 0.031
P 0.9664 0.9345 1.2187 0.649 0.353 -0.096
H -1.8960 -3.0849 -0.6276 -0.142 0.174 0.024
P 0.2012 1.0707 -1.5338 0.512 0.382 0.630
C 1.7162 2.2390 2.2832 -0.333 -0.176 -0.010
H 1.6281 2.6076 -0.3584 0.169 -0.210 -0.052
H -0.8144 5.8984 -1.9564 0.008 0.034 0.044
C 3.1779 -0.5769 0.2428 -0.077 0.131 -0.005
Si -2.9832 -0.0446 -0.2824 0.115 0.000 0.453
H -3.4280 2.2133 0.8163 0.066 0.017 0.264
C 3.5495 3.7251 2.7609 0.080 0.008 -0.076
C 1.1219 -3.7448 -1.6287 2.096 -2.179 0.934
C 4.0362 -1.6603 0.3099 0.086 -0.036 -0.082
C -0.6029 -3.2898 2.3662 -0.266 0.697 -0.130
C 2.2585 -1.1862 2.3748 0.001 0.086 -0.083
H -5.9770 -3.5078 3.2697 -0.057 -0.040 0.037
C -1.3371 -0.5997 3.7431 0.012 -0.482 -0.574
C 3.5368 -0.7505 -4.1288 0.036 -0.086 -0.051
Si -1.4748 -1.5937 2.0882 -0.915 0.569 0.056
C -0.2806 2.5829 -3.8395 -0.011 -0.060 0.027
C -0.7297 4.9401 -3.8683 0.001 0.010 -0.035
H -0.9172 5.8493 -4.4208 -0.068 0.048 -0.029
H -5.9455 -0.7475 0.0083 -0.111 0.045 -0.068
H 3.0935 -2.9320 3.2906 -0.028 -0.033 0.083
H 0.0047 2.4526 3.5474 -0.128 -0.024 0.021
C -4.0581 -2.7296 2.7160 -0.279 -0.111 0.020
H -4.6398 1.8578 -0.4024 -0.297 0.067 -0.077
C 3.1224 -2.2619 2.4437 0.080 -0.095 0.101
C -0.6556 4.9695 -2.4860 -0.002 0.120 -0.033
C 4.0113 -2.5027 1.4073 -0.013 -0.030 0.004
H -0.5832 -3.5664 3.4185 -0.030 0.001 0.172
C -3.3303 -0.5383 -2.1245 0.079 0.165 0.825
C 2.2827 -0.3342 1.2751 -0.137 0.056 0.101
C -5.4103 -1.2998 0.7700 -0.221 -0.098 0.112
C -3.5814 1.7932 -0.1711 0.107 -0.879 -0.028
C -6.1085 -2.1289 1.6331 -0.204 -0.003 -0.076
H 4.6418 1.0377 -3.6975 0.047 -0.001 0.001
H 2.8342 2.0470 -2.3709 0.025 0.062 0.024
C -4.0329 -1.1711 0.8767 0.311 0.555 -0.634
H -0.1456 1.6489 -4.3671 0.050 -0.040 -0.091
H 0.9232 -4.5650 -2.2911 -0.058 -0.056 -0.341
H -4.3889 -0.4533 -2.3516 -0.256 0.024 -0.072
I 1.6848 -5.6090 0.3845 -0.327 1.146 -1.330
H -0.3502 3.8356 -0.7004 0.020 0.011 0.088
H 4.6681 -3.3564 1.4479 0.091 -0.130 0.015
H 0.3572 -1.3416 -3.1527 -0.151 -0.078 0.005
H 2.1984 -2.3936 -4.4185 -0.032 -0.092 -0.122
H -3.0451 2.4115 -0.8849 0.147 0.095 -0.201
C 2.6900 1.0774 -2.8279 -0.112 -0.045 -0.140
C 1.4843 0.4016 -2.6582 -0.290 -0.175 -0.032
H 4.7128 -1.8527 -0.5117 0.092 -0.011 -0.027
N -1.2140 -3.4942 -1.2500 0.986 0.184 0.063
C 1.3007 -0.8313 -3.2653 0.007 0.152 0.054
H -3.5273 -3.2921 3.4710 0.035 -0.114 0.164
C 2.8277 4.2916 3.8004 -0.026 0.010 0.007
H -0.5054 0.0943 3.7396 0.249 0.148 0.018
C -0.5615 3.7401 -4.5426 -0.018 0.047 -0.043
H -3.0200 -1.5546 -2.3417 0.074 -0.247 -0.020
H 4.5437 4.0834 2.5381 0.092 0.006 -0.024
H 3.2582 5.0934 4.3830 0.022 0.031 0.048
Co -0.7734 -0.3609 0.2760 0.493 -0.387 -0.898
H -7.1832 -2.2144 1.5477 -0.086 -0.033 -0.003
O 0.2390 -1.8646 -0.5651 0.295 -1.771 -0.916
H 2.0984 -3.2983 -1.6428 0.170 0.112 -0.012
H -1.2840 -4.4912 -1.3741 -0.111 -0.047 -0.031
C 1.5564 3.8267 4.0865 -0.004 0.085 0.089
H -1.1080 -4.0836 1.8258 -0.154 -0.163 -0.156
H -2.2430 -0.0321 3.9280 -0.208 0.125 -0.076
H 0.4198 -3.2562 2.0076 0.201 0.007 -0.010
C 2.3296 -1.4128 -3.9868 0.147 -0.078 -0.104
H 3.5746 2.2426 1.2162 0.096 -0.035 -0.062
H 4.3477 -1.2115 -4.6746 0.029 -0.024 -0.062
```
Positions in Å, forces in eV/Å.

Properties
E_LUMO (alpha / beta), eV: -2.359 / -2.432
Charge: 0
Total energy, hartree: -4523.326711
⟨S²⟩: 1.14
Orbital gap (alpha / beta), eV: 4.61 / 4.59
Multiplicity: 2

(3)
C36H41CuN2O3P2SSi | ωB97M-V with the def2-TZVPD basis set

Geometry as XYZ:
```
87
Properties=species:S:1:pos:R:3:forces:R:3
N -1.8035 0.4171 -0.1872 -0.533 -0.207 0.000
P 2.8092 0.8854 0.6209 1.066 1.336 0.693
C 4.7238 -1.0686 0.3391 -0.156 -0.013 -0.039
C -0.2545 1.2178 7.1580 -0.048 -0.003 -0.036
H -2.2171 0.8317 6.3779 -0.038 -0.004 0.037
H 2.9899 1.6473 2.9515 0.100 -0.030 0.044
H 3.9109 -1.6276 -0.1006 -0.021 -0.080 -0.029
C -1.4624 -4.4711 -0.0840 -0.378 0.186 0.077
C 2.9359 2.4441 -0.2927 -0.010 -0.494 0.089
Si -3.1977 4.3749 -0.0131 -0.157 0.247 0.063
C -4.1638 4.7992 1.5733 0.316 -0.103 -0.647
H -5.1469 4.3375 -1.6137 -0.179 -0.126 0.046
H 3.0176 5.7369 -2.2809 0.002 0.066 -0.047
C 2.2329 -3.8427 2.8464 0.017 -0.071 -0.006
O 1.9736 -0.1584 -0.0506 -0.474 -0.733 -0.454
H -0.6101 1.4739 8.1450 -0.011 0.050 0.062
H 1.4279 -2.9436 -0.8088 0.064 0.022 0.033
P 1.1386 0.0277 2.9612 0.905 0.489 0.929
C 2.1851 -1.4510 3.0494 -0.324 0.369 0.058
H -2.7749 -1.3801 -0.1985 -0.045 -0.091 0.024
C 6.7730 0.4162 1.4668 0.071 0.083 0.095
H 1.4562 -5.5511 0.3274 -0.019 -0.027 -0.018
C 3.0032 4.8102 -1.7272 -0.024 -0.051 -0.041
C 1.5530 -2.6450 2.7254 -0.068 0.005 -0.091
C -4.1378 0.2986 -0.0206 -0.063 -0.148 -0.024
C 3.3655 3.6157 0.3211 -0.043 -0.058 0.026
H 2.2072 1.5405 -2.0836 -0.041 0.009 -0.091
H 6.1936 -2.5903 0.0267 0.011 -0.052 -0.005
H 2.6312 0.9273 5.4171 0.140 0.010 0.032
Cu 0.0303 -0.0533 -0.0369 0.069 0.366 -0.187
H 7.5737 0.9971 1.9001 0.060 0.031 0.024
H 1.8031 1.5559 7.6495 0.036 -0.011 0.041
C -1.5360 5.2922 0.0000 -0.509 -0.359 -0.026
H 4.0700 -4.7895 3.3967 0.057 -0.048 0.025
H 3.6552 3.6166 1.3617 0.015 0.054 0.131
H -5.0355 -0.2960 0.0198 -0.090 -0.060 0.002
H -3.6201 4.4832 2.4590 0.159 -0.087 0.098
H -1.3760 0.2211 4.1256 -0.095 -0.003 -0.004
H -3.6349 4.5157 -2.4817 0.158 -0.090 -0.104
H 3.7326 5.7061 0.0751 0.020 0.056 0.043
H -1.6956 -3.9217 0.8289 -0.061 -0.028 0.002
C 3.5049 -1.4580 3.4817 -0.087 0.023 0.067
H 8.0208 -1.2679 1.0329 0.070 -0.026 0.010
H -4.3197 5.8701 1.6486 -0.035 0.249 -0.007
C -1.8495 1.7515 -0.1111 0.066 0.203 0.058
C 2.1742 1.3854 2.2793 -0.156 -0.629 -0.368
C 5.5007 0.9529 1.3896 -0.049 -0.058 0.014
C -4.1739 4.8181 -1.5886 0.334 -0.117 0.642
H 1.5112 2.2489 2.1480 0.037 -0.138 0.027
C 7.0231 -0.8581 0.9794 -0.025 -0.057 -0.012
H -5.1524 2.1766 0.1093 -0.205 0.015 -0.001
H 5.2005 -2.6658 3.9531 0.112 -0.005 -0.002
H -1.6965 -5.5197 0.0596 0.101 -0.065 -0.024
H -0.9542 5.0391 0.8802 0.068 -0.050 0.163
H 1.7402 -4.7749 2.6168 -0.089 -0.097 -0.033
C -1.1567 0.8516 6.1717 0.005 0.013 0.097
H 2.2576 3.6601 -3.3709 -0.016 -0.023 -0.076
H -5.1395 4.3251 1.5994 -0.197 -0.119 -0.039
H 4.0114 -0.5339 3.7198 0.083 0.081 0.060
C -3.0463 2.4672 -0.0228 0.139 0.356 -0.029
H 1.4289 -5.3667 -1.4338 0.001 -0.014 -0.009
H -1.6920 6.3675 -0.0004 -0.190 0.189 -0.003
C 2.5530 2.4576 -1.6275 0.042 -0.157 -0.002
C 4.4715 0.2056 0.8291 -0.319 0.184 -0.140
H -2.0805 -4.0677 -0.8872 -0.070 -0.050 0.050
O -0.3859 -2.0809 -0.4534 0.013 0.390 0.129
C 0.3659 -3.0534 -0.5660 0.321 -0.148 -0.133
H -0.9350 5.0386 -0.8672 0.063 -0.027 -0.155
C -0.6951 0.5086 4.9138 -0.067 -0.035 -0.181
C 0.6664 0.5323 4.6386 0.126 -0.181 -0.425
C 1.5709 0.9079 5.6252 -0.039 -0.006 -0.058
N -0.0620 -4.2974 -0.4181 -0.280 0.086 0.043
C 0.8062 -5.4471 -0.5441 0.509 -0.197 0.021
C 1.1049 1.2550 6.8817 0.124 0.016 0.047
C 3.5445 -3.8516 3.2922 0.037 -0.012 -0.034
H -4.3378 5.8889 -1.6529 -0.022 0.237 0.029
H 0.2067 -6.3501 -0.6258 -0.011 0.079 -0.073
C 4.1798 -2.6601 3.6028 0.119 0.030 0.071
H 0.5303 -2.6098 2.3777 -0.119 -0.059 0.006
O -0.0740 -0.2079 2.1443 -0.604 -0.328 -0.457
C 2.5789 3.6427 -2.3405 0.046 0.033 -0.076
H 5.3147 1.9516 1.7562 0.030 0.140 0.039
C 3.4028 4.7945 -0.4005 0.055 0.090 0.094
S -0.2403 2.3700 -0.1267 0.619 -0.112 -0.123
C 5.9980 -1.6013 0.4154 0.087 -0.020 -0.003
C -2.9070 -0.3108 -0.1360 -0.574 -0.036 -0.007
C -4.1920 1.6895 0.0279 0.065 -0.052 -0.020
```
Positions in Å, forces in eV/Å.

Properties
E_LUMO (alpha / beta), eV: -1.864 / -2.673
Charge: +1
Total energy, hartree: -4742.518575
⟨S²⟩: 0.76
Orbital gap (alpha / beta), eV: 8.09 / 7.20
Multiplicity: 2